{"formula": "C4H11NO3", "method": "ωB97M-V/def2-TZVPD", "spin_multiplicity": 1, "total_energy_ev": -11955.415, "charge": -2, "symbols": ["C", "O", "C", "C", "C", "O", "N", "H", "H", "H", "H", "H", "H", "H", "H", "H", "H", "H", "O"], "xyz": [[0.41741, -0.39190, -0.86376], [1.65236, -0.65314, -1.37957], [0.57470, 0.22511, 0.57128], [-0.71670, 0.90130, 1.18134], [-2.07520, 0.11394, 1.26430], [-2.77145, 0.43812, 2.39810], [1.11775, -0.78750, 1.54780], [-0.29122, -1.19654, -0.75490], [-0.24633, 0.41724, -1.38365], [1.40162, 0.94245, 0.59823], [-0.81306, 1.71528, 0.46970], [-0.55073, 1.23117, 2.22712], [-2.62201, 0.33246, 0.38451], [-2.17117, -1.04106, 1.34135], [0.33093, -1.42309, 1.70668], [1.82686, -1.20338, 0.92382], [1.52202, 1.12168, -3.66901], [1.50267, -0.24097, -2.85176], [1.49042, 0.17364, -3.81927]], "forces_ev_per_angstrom": [[-0.0476, 2.8773, 1.2490], [-0.4990, -0.3142, -0.9296], [-0.8356, -0.4616, 1.7056], [1.0826, -1.5900, -0.5849], [-0.3454, -1.2620, 2.3058], [-0.3814, 1.0378, 0.4364], [-0.1332, 0.2565, -0.9787], [-0.3338, -1.1389, 0.0108], [0.9969, -0.7336, -0.0841], [-0.2592, 0.4276, -0.7101], [-0.6341, 0.7236, 0.2834], [0.1163, 0.0472, -0.6756], [-0.7944, 0.4345, -1.7180], [1.6827, 0.6249, -0.9423], [0.5089, -0.2481, -0.1471], [-0.4185, -0.5991, 0.5976], [-0.0247, -0.0783, 0.1538], [0.3876, 0.1878, 0.0738], [-0.0679, -0.1915, -0.0458]], "lowdin_charge": [-0.436, -0.336, -0.404, -0.170, -0.546, -0.467, -0.016, 0.076, 0.107, 0.103, 0.070, 0.086, 0.035, 0.081, 0.037, 0.036, -0.024, -0.024, -0.210]}

=====

{"formula": "C4H11NO3", "method": "ωB97M-V/def2-TZVPD", "spin_multiplicity": 1, "total_energy_ev": -11959.228, "charge": 0, "symbols": ["O", "C", "O", "C", "C", "C", "N", "H", "H", "H", "H", "H", "H", "H", "H", "H", "H", "H", "O"], "xyz": [[-2.28860, -0.88000, 1.83175], [-1.15341, -0.49850, 1.95180], [-0.23430, -1.20134, 2.63897], [-0.55842, 0.74046, 1.34114], [0.49489, 0.35223, 0.28640], [-0.15190, -0.07313, -1.05255], [-0.69090, 1.03739, -1.82617], [-0.67997, -1.99580, 2.96966], [-0.09838, 1.25585, 2.14042], [-1.31861, 1.36683, 0.91665], [1.19336, -0.38058, 0.68291], [1.02786, 1.25463, 0.02222], [-0.91121, -0.83916, -0.88023], [0.61516, -0.54060, -1.67105], [-0.09934, 1.85731, -1.72894], [-1.56379, 1.32009, -1.38900], [3.33742, 0.19123, -3.08190], [3.22051, 1.27965, -4.04012], [3.46089, 0.34209, -4.03353]], "forces_ev_per_angstrom": [[-0.0099, 0.0527, 0.0387], [-0.4694, 0.0298, -0.4337], [0.1586, -0.1009, 0.1879], [0.3157, -1.2144, -0.3981], [-0.7936, 0.3070, -0.5175], [0.8345, -0.3102, 0.2711], [-0.7354, 0.1514, 0.4915], [-0.0029, 0.0279, -0.0015], [0.6351, 0.7822, 0.8661], [-0.5041, 0.1550, -0.1580], [-0.0050, -0.0649, -0.0236], [0.5727, 0.2837, 0.2051], [-0.1545, 0.1557, -0.1512], [0.0881, -0.1478, 0.0420], [0.1836, -0.1255, -0.1418], [-0.1127, 0.0250, -0.2766], [0.1928, -0.5428, -0.3376], [0.1030, -0.0737, -0.6140], [-0.2964, 0.6098, 0.9511]], "lowdin_charge": [0.106, -0.540, 0.102, -0.099, -0.175, -0.282, -0.004, 0.131, 0.108, 0.112, 0.110, 0.097, 0.116, 0.098, 0.062, 0.061, 0.030, 0.034, -0.067]}

=====

{"formula": "C4H11NO3", "method": "ωB97M-V/def2-TZVPD", "spin_multiplicity": 1, "total_energy_ev": -11958.607, "charge": 0, "symbols": ["C", "O", "C", "C", "C", "N", "O", "H", "H", "H", "H", "H", "H", "H", "H", "H", "H", "H", "O"], "xyz": [[-0.16232, 0.95594, 1.69983], [-0.53086, 2.22808, 2.26108], [0.78969, 1.07973, 0.52198], [0.98949, -0.26194, -0.21883], [0.38150, -0.36949, -1.58520], [1.17080, 0.04960, -2.66574], [-0.60267, -1.04251, -1.81338], [-1.07048, 0.33454, 1.57476], [0.22367, 0.33360, 2.51609], [-1.04966, 2.59847, 1.53549], [1.67805, 1.52882, 0.96473], [0.27523, 1.65663, -0.25676], [0.73049, -1.12838, 0.39702], [2.08790, -0.39755, -0.40662], [1.72116, 0.87432, -2.49477], [0.78895, -0.27845, -3.53428], [-1.33181, -2.84457, 0.51786], [-2.54770, -2.35126, 1.33022], [-1.58884, -2.41296, 1.33261]], "forces_ev_per_angstrom": [[-1.0415, -1.0590, 1.3792], [0.1491, -0.5418, -0.9123], [-1.4412, -0.7180, -0.0909], [2.3804, 0.0778, 0.6754], [0.4999, -1.3575, -1.1582], [-0.8194, -0.2112, 2.0895], [-0.4244, 0.1171, 0.1903], [0.0856, 0.5279, -1.0735], [0.8758, 0.5246, 0.0035], [-0.0600, 0.4791, 0.4213], [0.1861, 0.1285, -0.7690], [0.4610, 0.9278, 0.4939], [-0.4452, 0.2115, -0.2208], [-0.7732, 0.1460, 0.2205], [0.1983, -0.0687, -0.7831], [0.1427, 0.7411, -0.4349], [-0.1285, 0.0049, -0.3413], [0.0262, -0.0682, -0.1775], [0.1282, 0.1382, 0.4882]], "lowdin_charge": [-0.287, -0.073, -0.160, -0.125, -0.539, 0.143, 0.050, 0.114, 0.122, 0.079, 0.119, 0.115, 0.112, 0.126, 0.095, 0.099, 0.028, 0.038, -0.057]}

=====

{"formula": "C4H11NO3", "method": "ωB97M-V/def2-TZVPD", "spin_multiplicity": 1, "total_energy_ev": -11956.786, "charge": 0, "symbols": ["C", "C", "C", "O", "N", "C", "O", "H", "H", "H", "H", "H", "H", "H", "H", "H", "H", "H", "O"], "xyz": [[0.54567, 0.56863, -0.10750], [-0.55041, 1.37440, -0.79020], [-1.33010, 2.19917, 0.24827], [-2.48953, 2.40277, 0.08586], [0.57018, -0.93306, -0.41975], [1.65055, -1.71406, 0.21738], [2.91328, -1.28601, -0.16005], [0.28433, 0.53975, 0.95711], [1.45804, 1.04974, -0.12197], [-0.07082, 2.12750, -1.65850], [-1.22805, 0.76104, -1.33312], [-0.76285, 2.86476, 0.93792], [0.57990, -0.96250, -1.50031], [1.33900, -2.79829, 0.09858], [1.66346, -1.45199, 1.28807], [3.04983, -1.56807, -1.18204], [-2.44536, -1.34114, 1.84758], [-2.22919, -0.84926, 0.46309], [-2.94793, -0.98337, 1.12956]], "forces_ev_per_angstrom": [[-1.7789, -2.6363, 1.5245], [1.9586, 1.7728, -1.1556], [1.0572, 1.1810, -2.1526], [-1.3534, -0.1401, 0.4868], [-0.3486, 1.6125, -2.2758], [-1.8971, 0.8197, 0.2982], [1.4312, -1.6330, -4.2678], [0.0519, 0.1910, 0.1431], [2.2410, 0.7730, -0.5340], [-1.2853, -1.6987, 2.4522], [-0.7637, -0.5669, -0.3144], [0.1742, -0.7420, 0.3309], [0.2730, -0.5997, 2.2516], [0.9753, 1.0441, -0.1284], [-0.5305, -0.3468, -0.2079], [-0.3175, 1.0410, 3.5768], [0.2326, -0.4151, 0.8949], [-0.9641, -0.1214, 0.5129], [0.8441, 0.4646, -1.4355]], "lowdin_charge": [-0.237, -0.153, -0.287, 0.067, -0.067, -0.352, -0.091, 0.105, 0.080, 0.179, 0.086, 0.131, 0.134, 0.133, 0.121, 0.167, 0.013, 0.031, -0.061]}

=====

{"formula": "C4H11NO3", "method": "ωB97M-V/def2-TZVPD", "spin_multiplicity": 1, "total_energy_ev": -11958.465, "charge": 0, "symbols": ["O", "C", "C", "C", "C", "O", "N", "H", "H", "H", "H", "H", "H", "H", "H", "H", "H", "H", "O"], "xyz": [[1.95499, -0.11103, 1.63053], [0.94249, 0.49615, 1.39101], [0.28568, 0.60902, 0.01979], [-0.80381, -0.47200, -0.07101], [-1.81393, -0.21990, -1.19595], [-1.53168, -0.51917, 1.15596], [-0.23757, 1.95439, -0.16067], [0.41688, 1.09599, 2.16093], [1.02704, 0.39365, -0.74625], [-0.31803, -1.41180, -0.36449], [-2.55512, -1.02255, -1.10920], [-1.34214, -0.25093, -2.17108], [-2.38222, 0.69976, -1.05098], [-1.36152, -1.34604, 1.62657], [-1.21575, 2.05367, 0.07479], [0.31482, 2.66225, 0.31818], [2.48400, -1.34508, 0.16146], [3.54412, -1.64598, -0.90852], [2.59174, -1.62040, -0.76106]], "forces_ev_per_angstrom": [[-0.0309, -0.1920, 0.1327], [-0.1203, 0.2187, -0.3476], [-0.1232, 0.0568, 0.2760], [-0.2767, 0.3300, -0.9869], [-0.3376, -0.3086, 0.7156], [0.0855, -0.4299, 0.2529], [0.0926, 0.1536, -0.1273], [0.1454, -0.1178, 0.1174], [0.1740, -0.0290, -0.0390], [0.0559, -0.0068, 0.7062], [0.1598, 0.0216, -0.2548], [0.0292, 0.1342, -0.1475], [0.2304, 0.0985, -0.1314], [0.0143, 0.2335, -0.2142], [0.1286, -0.0213, 0.2305], [-0.2414, -0.1868, -0.1567], [0.0934, 0.1796, 0.0029], [-0.1630, -0.0051, 0.0358], [0.0841, -0.1293, -0.0648]], "lowdin_charge": [0.055, -0.208, -0.331, -0.386, -0.040, -0.033, 0.057, 0.133, 0.134, 0.147, 0.085, 0.087, 0.073, 0.107, 0.071, 0.080, -0.002, 0.039, -0.070]}

=====

{"formula": "C4H11NO3", "method": "ωB97M-V/def2-TZVPD", "spin_multiplicity": 1, "total_energy_ev": -11956.319, "charge": 0, "symbols": ["O", "C", "C", "C", "C", "O", "N", "H", "H", "H", "H", "H", "H", "H", "H", "H", "H", "H", "O"], "xyz": [[-2.40133, -0.59256, 0.16054], [-1.64494, -1.32555, -0.46432], [-0.13915, -0.94004, -0.61645], [0.37603, 0.01106, 0.61039], [1.39460, 0.89890, 0.08483], [0.79297, -0.88973, 1.59615], [0.80292, -2.12633, -0.72373], [-1.80507, -2.17331, -1.05937], [-0.03552, -0.37273, -1.48942], [-0.60618, 0.52185, 0.84069], [0.97465, 1.75783, -0.57644], [2.17250, 0.33828, -0.59250], [1.97156, 1.53767, 0.60557], [0.54019, -0.75665, 2.55701], [1.51976, -1.91897, -1.45173], [1.18083, -2.21710, 0.22114], [-0.22505, 3.12146, -0.66050], [0.87820, 3.85575, -0.03075], [0.09517, 3.89781, -0.62971]], "forces_ev_per_angstrom": [[0.5165, -1.8595, -1.1509], [1.9302, 3.5193, 1.5202], [1.4652, -1.0989, 2.8251], [-3.9589, -1.0614, -0.9376], [0.8472, 0.3753, -5.3403], [0.3356, -0.4308, 2.2740], [-1.1019, 1.3337, -0.7656], [-1.4352, -1.7586, -0.6692], [-0.1642, 0.9125, -1.5214], [1.2683, -0.1790, 0.4329], [0.1357, -2.1464, 0.4084], [-1.4501, 0.8381, 1.1314], [1.9782, 1.4326, 3.2769], [0.1481, 0.4105, -2.1418], [-0.6669, -0.3534, 1.2522], [0.3453, -0.2519, -0.6073], [-3.8332, -8.8219, -0.3219], [-1.0742, 0.1210, -0.7755], [4.7143, 9.0188, 1.1103]], "lowdin_charge": [0.041, -0.157, -0.256, -0.412, -0.068, -0.056, 0.040, 0.098, 0.112, 0.147, 0.094, 0.129, 0.029, 0.147, 0.080, 0.055, -0.116, 0.073, 0.020]}

=====

In order of appearance, HOMO = 0.859 -9.719 -9.939 -9.653 -9.458 -9.320 eV.
In order of appearance, energy relative to the best compared isomer or geometry (same formula, charge and spin) = 27.3 20.3 34.7 76.6 37.9 87.4 kcal/mol.
In order of appearance, orbital gap = 5.64 10.25 10.66 10.16 10.18 9.82 eV.